A) 10
Properties=species:S:1:pos:R:3 method="wB97M-V/def2-TZVPD" smiles="C#C/N=C/C" orbital_gap_ev=8.980 homo_ev=-8.97
C -2.959 -0.302 0.070
C -1.814 0.056 0.194
N -0.509 0.187 0.324
C 0.527 0.174 -0.609
C 1.838 0.115 0.227
H -3.866 -0.707 0.197
H 0.459 0.144 -1.635
H 2.122 -0.951 0.255
H 2.641 0.780 -0.226
H 1.561 0.504 1.204



B) 10
Properties=species:S:1:pos:R:3 method="wB97M-V/def2-TZVPD" orbital_gap_ev=9.867 homo_ev=-9.29
C -1.119 -0.898 -0.003
C -0.568 0.464 -0.018
N -0.504 1.671 -0.003
C 1.376 0.272 0.004
C 2.591 0.317 -0.005
H -1.727 1.454 0.022
H -2.210 -0.878 -0.006
H -0.745 -1.402 0.889
H -0.740 -1.420 -0.883
H 3.647 0.419 0.003



Ranking the structures above by energy, A) is first and the second is 2.319 eV behind.